[1]
C8H13HgN2 | the ωB97M-V functional and the def2-TZVPD basis

XYZ file:
```
24
C8H13HgN2, DFT the ωB97M-V functional and the def2-TZVPD basis
C -2.004 1.827 -1.429
Hg 0.881 -0.510 -0.109
N 2.594 -2.199 0.133
H -3.405 2.929 -2.160
H 3.393 -1.665 -0.218
H -2.754 2.521 -1.725
H -1.404 1.410 -2.221
H -1.230 2.271 -0.737
H -2.356 0.968 -0.872
H 2.403 -2.203 1.134
H 2.240 -2.948 -0.460
N 1.124 -1.032 2.430
C 0.945 -0.808 3.574
C 0.798 -0.624 4.960
C 0.596 -1.743 5.773
C 0.474 -1.588 7.161
C 0.560 -0.308 7.728
C 0.770 0.813 6.910
C 0.891 0.652 5.523
H 0.533 -2.738 5.324
H 0.310 -2.465 7.792
H 0.462 -0.183 8.806
H 0.837 1.814 7.347
H 1.056 1.519 4.879
```

ΔE to the lowest compared entry with this formula, charge and spin ... 108.9 kJ/mol
Total charge ... -1
Multiplicity ... 1

[2]
C2H8N4S | the ωB97M-V functional and the def2-TZVPD basis

XYZ file:
```
15
C2H8N4S, DFT the ωB97M-V functional and the def2-TZVPD basis
C -2.671 -0.804 0.079
C -0.550 0.267 0.093
H -2.089 -1.733 -0.406
H -2.399 -1.012 1.199
H -3.653 -0.702 -0.378
H -2.487 1.206 0.193
H -0.512 2.018 -0.603
H 2.033 1.363 -0.704
H 1.972 2.030 0.951
H 1.275 -2.506 -0.524
N -1.954 0.500 -0.245
N 0.093 1.576 0.114
N 1.417 1.944 -0.055
N 0.010 -0.936 0.100
S 1.764 -1.189 -0.010
```

SMILES ... CN/C(=N/S)NN
ΔE to the lowest compared entry with this formula, charge and spin ... 240.9 kJ/mol
Multiplicity ... 1

[3]
C30H36FN2O13 | the ωB97M-V functional and the def2-TZVPD basis

XYZ file:
```
82
C30H36FN2O13, DFT the ωB97M-V functional and the def2-TZVPD basis
C 1.804 -3.158 1.427
O 2.727 -3.572 0.355
C 1.951 -3.370 -0.876
C 2.727 -2.239 -1.745
C 1.693 -1.030 -2.127
C 0.995 -1.469 -3.506
C -0.163 -0.482 -4.020
C -1.391 -0.305 -3.021
C -1.774 1.135 -2.501
N -1.072 2.373 -2.875
C -1.210 2.713 -4.329
C 0.318 2.402 -2.400
C 1.503 3.217 -3.148
O 0.665 1.811 -1.326
C -3.006 1.317 -1.541
C -3.368 2.811 -1.045
O -3.209 3.214 0.117
O -3.880 3.674 -2.088
C -5.315 3.535 -2.201
C -5.773 2.419 -3.281
F -5.802 4.803 -2.722
C -3.817 0.057 -1.145
O -4.958 0.243 -0.309
C -3.358 -1.302 -1.715
N -2.202 -1.445 -2.602
C -1.944 -2.852 -3.079
H 0.837 -3.785 1.379
H 2.333 -3.372 2.412
H 1.601 -2.034 1.249
H 1.813 -4.359 -1.453
H 0.902 -2.964 -0.672
H 3.688 -1.866 -1.261
H 3.009 -2.761 -2.741
H 2.359 -0.091 -2.226
H 0.975 -0.859 -1.257
H 0.694 -2.566 -3.417
H 1.828 -1.435 -4.311
H 0.356 0.511 -4.301
H -0.573 -0.892 -5.024
H -1.473 3.828 -4.449
H -0.336 2.391 -4.986
H -2.135 2.142 -4.731
H 1.598 2.874 -4.241
H 1.177 4.328 -3.208
H 2.480 3.194 -2.565
H -5.855 3.402 -1.194
H -6.509 2.896 -4.024
H -4.871 2.018 -3.853
H -6.330 1.613 -2.678
H -5.262 -0.633 0.044
H -3.982 -2.223 -1.416
H -1.728 -2.799 -4.206
H -2.893 -3.506 -2.983
H -1.091 -3.369 -2.524
C -1.526 1.193 5.480
C -1.597 0.297 4.493
C -2.351 0.582 3.238
O -2.379 -0.254 2.346
C -3.041 1.870 3.129
C -2.974 2.765 4.117
C -2.197 2.492 5.360
O -2.142 3.338 6.234
O -3.612 3.963 4.029
O -0.980 -0.914 4.591
H -0.980 0.999 6.394
H -3.599 2.056 2.221
H -3.409 4.428 4.866
H -1.178 -1.375 3.753
C 5.116 -1.735 5.199
C 6.350 -1.727 5.709
C 7.553 -1.809 4.833
O 8.664 -1.780 5.331
C 7.344 -1.926 3.386
C 6.110 -1.937 2.877
C 4.908 -1.828 3.751
O 3.796 -1.823 3.248
O 5.899 -2.049 1.534
O 6.558 -1.644 7.051
H 4.234 -1.674 5.823
H 8.224 -2.002 2.762
H 4.928 -2.032 1.421
H 7.529 -1.655 7.165
```

Total charge ... +1
Multiplicity ... 1

[4]
C20H22O5 | the ωB97M-V functional and the def2-TZVPD basis

XYZ file:
```
47
C20H22O5, DFT the ωB97M-V functional and the def2-TZVPD basis
O 0.389 -2.993 1.298
O -4.572 0.714 2.466
O 3.112 -2.438 0.250
O 4.402 -0.091 -3.144
O -3.175 2.403 0.659
C 0.640 -1.895 0.744
C -3.692 -0.100 2.267
C 4.079 -1.718 -0.428
C 1.961 -1.744 0.099
C 3.519 -0.645 -1.039
C -0.264 -0.713 0.802
C 2.151 -0.671 -0.684
C -0.006 0.397 -0.014
C -3.332 -1.241 3.185
C 3.195 1.692 -2.006
C -2.048 -1.799 2.549
C 0.549 0.094 -2.502
C 1.886 1.708 -1.148
C -0.947 1.605 0.030
C -3.125 -0.462 -0.144
C 4.120 0.434 -1.840
C -1.391 -0.642 1.819
C 1.108 0.355 -1.088
C -2.099 1.558 1.045
C -2.598 0.116 1.217
H 3.588 -0.431 -3.525
H -3.923 2.266 1.236
H 5.106 -1.969 -0.477
H -4.100 -2.018 3.143
H -3.201 -0.849 4.182
H 3.755 2.583 -1.761
H 2.946 1.836 -3.065
H -2.297 -2.610 1.896
H -1.386 -2.152 3.314
H -0.218 0.819 -2.834
H 0.087 -0.891 -2.554
H 1.376 0.122 -3.236
H 1.237 2.502 -1.576
H 2.196 1.963 -0.140
H -1.408 1.644 -0.970
H -0.366 2.498 0.204
H -4.097 -0.031 -0.448
H -2.412 -0.287 -0.973
H -3.179 -1.539 -0.079
H 5.089 0.738 -1.388
H -0.957 -0.050 2.634
H -1.698 1.932 2.024
```

SMILES ... C[C@@]12C(=O)CC[C@H]1C1=C(C[C@H]2O)[C@@]2(C)CC[C@H](O)c3coc(c32)C1=O
ΔE to the lowest compared entry with this formula, charge and spin ... 131.9 kJ/mol
Multiplicity ... 1

no.,molar mass (g mol⁻¹),E_tot (eV)
1,337.8,-15657.228
2,120.2,-18995.639
3,651.6,-63993.836
4,342.4,-31333.208